No. 1
Formula: C20H2BiF4N6S2Se2Te2
Source: OMol25
Level of theory: the ωB97M-V functional and the def2-TZVPD basis

Computed properties:
Orbital gap (spin up / spin down) (eV): 4.28 / 5.72
Charge: -1
Max |F| (eV Å⁻¹): 0.506
LUMO energy (spin up / spin down) (eV): -0.85 / -0.05

Last column: natural (NBO) charge in e.
Cartesian coordinates (Å):
1 Bi 2.940 -2.273 -0.049  1.11
2 S 3.151 0.239 0.331  -0.18
3 C 1.932 0.872 -0.766  -0.17
4 C 1.730 2.252 -0.739  -0.16
5 C 0.804 2.865 -1.566  -0.14
6 C 0.667 4.295 -1.539  0.27
7 N 0.586 5.441 -1.534  -0.28
8 C 0.026 2.082 -2.430  -0.13
9 C 0.218 0.711 -2.460  -0.16
10 C 1.174 0.095 -1.652  -0.17
11 S 1.323 -1.649 -1.862  -0.15
12 C -0.952 2.681 -3.295  0.27
13 N -1.740 3.147 -3.988  -0.29
14 H 2.309 2.859 -0.057  0.25
15 H -0.382 0.109 -3.129  0.24
16 Se 4.958 -2.444 -1.766  -0.45
17 Te 6.311 -4.124 -0.505  0.08
18 Te 4.832 -6.306 -1.220  0.23
19 Se 2.724 -5.634 -0.257  -0.20
20 F 0.406 -1.981 1.899  -0.32
21 C -0.622 -1.147 1.634  0.35
22 C -0.511 0.128 2.095  0.33
23 F 0.608 0.451 2.752  -0.29
24 C -1.535 1.099 1.955  -0.14
25 C -2.678 0.607 1.270  0.39
26 C -2.772 -0.661 0.782  0.30
27 F -3.891 -0.992 0.129  -0.29
28 C -1.745 -1.632 0.914  -0.09
29 C -1.826 -2.924 0.355  -0.39
30 C -0.753 -3.847 0.406  0.35
31 N 0.126 -4.595 0.441  -0.43
32 C -2.965 -3.415 -0.343  0.30
33 N -3.862 -3.885 -0.894  -0.35
34 F -3.711 1.427 1.064  -0.30
35 C -1.436 2.408 2.463  -0.30
36 C -0.235 2.941 3.009  0.28
37 N 0.727 3.422 3.425  -0.33
38 C -2.534 3.314 2.512  0.28
39 N -3.401 4.064 2.619  -0.32

=====

No. 2
Formula: C20H30CaClO14
Source: OMol25
Level of theory: the ωB97M-V functional and the def2-TZVPD basis

Computed properties:
Orbital gap (eV): 2.96
Charge: +1
Max |F| (eV Å⁻¹): 5.831
Relative energy (zero: lowest compared OMol25 entry of this formula, charge and spin) (kcal per mole): 0.0
LUMO energy (eV): -7.94

Last column: natural (NBO) charge in e.
Cartesian coordinates (Å):
1 Ca 4.597 -2.212 -0.445  1.95
2 Cl 1.442 -0.640 0.105  2.53
3 O 1.499 -1.904 0.835  -0.91
4 O 1.504 0.402 1.073  -0.78
5 O 2.532 -0.649 -0.872  -1.02
6 O 0.190 -0.684 -0.576  -0.77
7 O -2.149 -0.856 3.600  -0.51
8 C -1.205 -0.911 4.320  0.79
9 O -0.839 -1.895 5.180  -0.50
10 C 0.488 -1.680 5.679  -0.07
11 C 0.769 -0.193 5.477  -0.45
12 C -0.120 0.168 4.312  -0.53
13 H 1.084 -2.386 5.091  0.17
14 H 0.599 -2.008 6.711  0.20
15 H 1.799 0.147 5.332  0.21
16 H 0.593 0.363 6.404  0.22
17 H 0.437 -0.049 3.392  0.22
18 H -0.545 1.149 4.120  0.26
19 O -3.478 -1.387 1.044  -0.51
20 C -3.355 -2.435 0.509  0.79
21 O -3.531 -3.614 1.160  -0.50
22 C -3.508 -4.819 0.390  -0.06
23 C -3.329 -4.294 -1.049  -0.44
24 C -3.057 -2.813 -0.964  -0.53
25 H -4.533 -5.164 0.492  0.19
26 H -2.743 -5.540 0.666  0.18
27 H -4.378 -4.294 -1.369  0.21
28 H -2.716 -4.897 -1.711  0.21
29 H -3.381 -2.185 -1.787  0.24
30 H -1.959 -2.694 -0.960  0.21
31 O -2.228 1.983 2.496  -0.53
32 C -1.547 2.923 2.206  0.78
33 O -2.035 3.914 1.436  -0.48
34 C -1.131 5.007 1.349  -0.07
35 C 0.246 4.466 1.873  -0.42
36 C -0.119 3.183 2.660  -0.55
37 H -1.533 5.786 1.997  0.18
38 H -0.942 5.390 0.350  0.19
39 H 0.800 5.197 2.456  0.22
40 H 0.818 4.241 0.972  0.19
41 H -0.192 3.448 3.713  0.24
42 H 0.566 2.421 2.310  0.25
43 O 0.233 -4.233 -5.956  -0.55
44 C 0.098 -3.507 -5.015  0.79
45 O 1.158 -2.895 -4.444  -0.52
46 C 0.763 -1.792 -3.584  -0.05
47 C -0.750 -1.681 -3.777  -0.45
48 C -1.205 -2.921 -4.516  -0.52
49 H 1.264 -0.861 -3.849  0.19
50 H 1.122 -2.147 -2.622  0.16
51 H -1.036 -0.797 -4.338  0.23
52 H -1.111 -1.742 -2.752  0.24
53 H -1.848 -2.807 -5.379  0.26
54 H -1.447 -3.759 -3.851  0.24
55 O 3.942 5.647 -3.240  -0.53
56 C 3.682 4.551 -2.857  0.79
57 O 4.574 3.529 -2.838  -0.49
58 C 4.030 2.340 -2.277  -0.06
59 C 2.509 2.552 -2.362  -0.43
60 C 2.301 4.054 -2.483  -0.54
61 H 4.422 2.066 -1.293  0.16
62 H 4.233 1.441 -2.867  0.16
63 H 2.008 2.134 -1.489  0.22
64 H 2.130 2.028 -3.238  0.21
65 H 1.850 4.526 -1.614  0.25
66 H 1.667 4.291 -3.337  0.25

=====

No. 3
Formula: C20H30Cl2F6N2O2S2SbV
Source: OMol25
Level of theory: the ωB97M-V functional and the def2-TZVPD basis

Computed properties:
Orbital gap (spin up / spin down) (eV): 8.15 / 5.54
Multiplicity: 4
Charge: +3
Max |F| (eV Å⁻¹): 1.773
Relative energy (zero: lowest compared OMol25 entry of this formula, charge and spin) (kcal per mole): 0.0
<S²>: 3.7776
LUMO energy (spin up / spin down) (eV): -9.54 / -12.15

Last column: natural (NBO) charge in e.
Cartesian coordinates (Å):
1 V -1.609 -1.769 -0.574  1.36
2 N 0.135 -2.912 -0.323  -0.84
3 C 1.247 -2.835 -1.326  -0.22
4 C 0.775 -3.262 -2.709  -0.45
5 C -0.137 -2.254 -3.385  -0.22
6 N -1.460 -2.152 -2.680  -0.83
7 H 0.515 -2.764 0.608  0.40
8 H -0.198 -3.882 -0.306  0.44
9 H 2.059 -3.487 -1.008  0.24
10 H 1.625 -1.815 -1.357  0.20
11 H 0.274 -4.232 -2.647  0.24
12 H 1.651 -3.406 -3.341  0.27
13 H -0.312 -2.561 -4.413  0.24
14 H 0.330 -1.270 -3.401  0.20
15 H -1.916 -3.062 -2.757  0.43
16 H -2.060 -1.513 -3.198  0.40
17 O -1.037 1.070 2.324  -0.83
18 S -0.783 2.254 3.159  1.51
19 C -0.492 3.677 2.069  -0.58
20 C 0.443 3.339 0.880  -0.42
21 C -0.269 3.464 -0.480  -0.42
22 C -1.312 2.442 -0.966  -0.55
23 S -0.809 0.914 -1.894  1.21
24 O -0.565 -0.247 -0.853  -0.94
25 C 0.816 1.342 -2.427  -0.22
26 C 0.904 2.020 -3.635  -0.22
27 C 2.156 2.434 -4.070  -0.17
28 C 3.283 2.152 -3.310  -0.15
29 C 3.173 1.453 -2.111  -0.17
30 C 1.930 1.033 -1.660  -0.26
31 C 0.672 2.084 4.099  -0.20
32 C 1.313 0.836 4.130  -0.21
33 C 2.488 0.740 4.832  -0.18
34 C 2.979 1.854 5.545  -0.05
35 C 2.310 3.080 5.529  -0.19
36 C 1.123 3.197 4.843  -0.18
37 H -0.101 4.450 2.733  0.27
38 H -1.485 3.985 1.738  0.26
39 H 0.899 2.355 1.001  0.22
40 H 1.252 4.067 0.885  0.26
41 H 0.500 3.547 -1.244  0.25
42 H -0.798 4.420 -0.466  0.25
43 H -1.947 2.919 -1.716  0.27
44 H -1.950 2.059 -0.164  0.25
45 H 0.018 2.234 -4.228  0.24
46 H 2.250 2.965 -5.009  0.26
47 H 4.258 2.472 -3.657  0.26
48 H 4.059 1.233 -1.529  0.25
49 H 1.825 0.487 -0.731  0.23
50 H 0.896 -0.002 3.592  0.25
51 H 3.033 -0.195 4.852  0.26
52 H 3.868 1.744 6.152  0.26
53 H 2.703 3.928 6.073  0.27
54 H 0.562 4.124 4.886  0.25
55 Cl -3.777 -0.534 -0.563  0.12
56 C -4.116 -1.357 0.997  -0.34
57 Cl -2.530 -1.847 1.672  0.17
58 H -4.696 -2.251 0.808  0.29
59 H -4.608 -0.673 1.673  0.27
60 F -2.715 -3.295 -0.750  -0.67
61 Sb -2.845 -5.440 -0.069  3.20
62 F -4.052 -5.429 -1.451  -0.63
63 F -1.452 -5.433 -1.331  -0.68
64 F -2.675 -7.154 0.532  -0.61
65 F -1.533 -4.725 1.082  -0.68
66 F -4.089 -4.619 1.037  -0.66

=====

> Which of these has the highest charge?

C20H30Cl2F6N2O2S2SbV

=====

> max |F| of number 1 (C20H2BiF4N6S2Se2Te2)?

0.506 eV Å⁻¹

=====

> Look up the max |F| of the third one.

1.773 eV Å⁻¹